# C42H41N6O2ReSb

C42H41N6O2ReSb as an isolated structure in a non-equilibrium geometry (ωB97M-V/def2-TZVPD, the OMol25 dataset).

Calculated values
**ΔE to the lowest compared entry with this formula, charge and spin**: 15.2 kJ/mol
**Frontier orbital gap (spin up / spin down)**: 5.05 / 5.35 eV
**Molecular weight**: 969.8 g/mol
**DFT total energy**: -65908.71831 eV

ORCA input file:
```
! wB97M-V def2-TZVPD RIJCOSX def2/J DEFGRID3
* xyz 2 2
Re 0.50789 -1.32054 -0.48127
C 1.22533 -0.98003 -3.70294
C 1.65763 -2.31366 -3.19850
C 2.40858 -3.12670 -4.03738
C 2.84208 -4.36332 -3.62373
C 2.46886 -4.80127 -2.36020
C 1.72273 -3.97494 -1.54811
N 1.33948 -2.72576 -1.93476
Sb 0.98103 -4.94869 0.18710
C -0.99861 -4.32403 -0.28722
C -1.92707 -5.34807 -0.31678
C -3.27101 -5.05077 -0.46497
C -3.62146 -3.73032 -0.59179
C -2.65455 -2.72820 -0.59949
C -3.14826 -1.33864 -0.83026
N -1.32550 -3.00799 -0.42996
C 1.09593 -3.44054 1.67657
C 1.16778 -3.95821 2.94990
C 1.30811 -3.09391 4.03069
C 1.48628 -1.76063 3.76903
C 1.44142 -1.26496 2.46937
C 1.88077 0.16666 2.30306
N 1.14296 -2.10232 1.42897
H 1.58332 -0.84150 -4.72073
H 1.63674 -0.17888 -3.08930
H 0.14469 -0.88597 -3.70374
H 2.64649 -2.76037 -5.02632
H 3.45039 -4.98322 -4.27142
H 2.75692 -5.78397 -2.01030
H -1.59924 -6.37437 -0.21118
H -4.02204 -5.83278 -0.48214
H -4.65937 -3.44556 -0.70793
H -4.20314 -1.35675 -1.09326
H -2.61367 -0.87682 -1.65468
H -3.06090 -0.74098 0.07389
H 1.13012 -5.03067 3.10271
H 1.33575 -3.46961 5.04580
H 1.68940 -1.05980 4.56946
H 2.93918 0.21980 2.57025
H 1.33205 0.80024 2.99580
H 1.77891 0.56282 1.30867
O -0.61665 0.12392 -1.85004
C -1.05645 0.67279 -0.80885
N -1.89687 1.65746 -0.61342
C -2.18868 1.84669 0.83253
C -1.38386 0.66123 1.43204
O -1.35447 0.28441 2.55979
N -0.61311 0.11370 0.36817
C -3.69637 1.74818 1.07392
C -4.54872 2.41407 0.19776
C -5.91977 2.39810 0.40085
C -6.45342 1.72393 1.49189
C -5.60627 1.07286 2.37538
C -4.22958 1.08273 2.17200
C -1.59671 3.16424 1.36335
C -1.51240 3.37591 2.73595
C -1.01931 4.57855 3.22197
C -0.61356 5.57854 2.34565
C -0.70279 5.37053 0.97880
C -1.19101 4.16394 0.48678
H -2.40266 2.10686 -1.36062
H -4.15922 2.98891 -0.63829
H -6.57050 2.92319 -0.28717
H -7.52393 1.72095 1.65817
H -6.01339 0.55613 3.23632
H -3.58262 0.57681 2.87683
H -1.84247 2.60885 3.42926
H -0.96023 4.73748 4.29217
H -0.23452 6.51891 2.72852
H -0.39632 6.14695 0.28768
H -1.24230 4.02279 -0.58633
C 2.72866 4.17307 -0.78067
N 2.25865 3.06100 -1.58931
C 2.72253 2.94694 -2.95598
C 1.80270 1.86294 -0.96131
C 2.81580 0.75075 -0.74986
C 4.16126 1.09646 -0.65952
C 5.14122 0.15367 -0.40221
C 4.79195 -1.18237 -0.19413
C 3.46566 -1.54888 -0.24592
C 2.45855 -0.60551 -0.53863
H 2.59877 5.10344 -1.33349
H 3.78525 4.12489 -0.47439
H 2.12633 4.24162 0.12778
H 2.90369 3.94233 -3.35765
H 1.95183 2.47739 -3.57807
H 3.65234 2.36844 -3.08209
H 0.98507 1.45296 -1.54184
H 1.39149 2.13564 0.02259
H 4.43966 2.13496 -0.80461
H 6.17969 0.45865 -0.35425
H 5.55004 -1.92833 0.01107
H 3.22100 -2.58447 -0.06139
*
```